# 1
Formula: C3H5ClOS
Source: OMol25
Level of theory: ωB97M-V/def2-TZVPD

Output
Frontier orbital gap in eV: 9.366

Each line ends with the natural charge from an NBO analysis.
Cartesian coordinates (Å):
C (-0.35, -0.22, 0.81)  -0.50
C (0.04, -0.26, -0.57)  0.07
C (0.30, 0.95, 0.18)  -0.15
H (1.17, -2.54, 1.14)  0.15
H (-1.49, -0.16, 0.82)  0.26
H (0.87, -0.74, -0.92)  0.19
H (-1.16, 0.65, -1.88)  0.49
H (1.30, 1.08, 0.50)  0.24
O (-0.89, -0.34, -1.60)  -0.69
S (0.70, -1.04, 1.84)  0.04
Cl (-0.49, 2.61, -0.32)  -0.09

# 2
Formula: C12H11NO6
Source: OMol25
Level of theory: ωB97M-V/def2-TZVPD

Output
Structure (SMILES): COC(=O)C(=Cc1ccccc1[N+](=O)[O-])C(=O)OC
Frontier orbital gap in eV: 9.062

Each line ends with the natural charge from an NBO analysis.
Cartesian coordinates (Å):
C (-0.79, 2.78, 1.76)  -0.26
H (-1.58, 2.34, 2.38)  0.19
H (0.07, 3.04, 2.38)  0.20
H (-1.18, 3.66, 1.25)  0.20
O (-0.32, 1.83, 0.82)  -0.51
C (-1.14, 1.56, -0.20)  0.78
O (-2.23, 2.06, -0.34)  -0.57
C (-0.54, 0.55, -1.13)  -0.24
C (-0.06, -0.62, -0.68)  -0.06
C (-0.17, -1.03, 0.72)  -0.05
C (-1.42, -1.09, 1.33)  -0.20
C (-1.54, -1.49, 2.65)  -0.17
C (-0.42, -1.85, 3.39)  -0.21
C (0.83, -1.79, 2.80)  -0.19
C (0.95, -1.38, 1.48)  0.08
N (2.27, -1.28, 0.91)  0.52
O (3.20, -1.70, 1.57)  -0.37
O (2.38, -0.77, -0.19)  -0.37
H (1.72, -2.04, 3.35)  0.25
H (-0.52, -2.16, 4.41)  0.23
H (-2.52, -1.53, 3.10)  0.22
H (-2.29, -0.83, 0.76)  0.23
H (0.38, -1.31, -1.39)  0.25
C (-0.47, 0.95, -2.56)  0.78
O (-0.52, 2.09, -2.95)  -0.57
O (-0.34, -0.11, -3.37)  -0.51
C (-0.22, 0.19, -4.75)  -0.26
H (-1.08, 0.78, -5.09)  0.20
H (0.69, 0.75, -4.94)  0.19
H (-0.19, -0.77, -5.26)  0.20

# 3
Formula: C21H27AsF6N2O10P2SV
Source: OMol25
Level of theory: ωB97M-V/def2-TZVPD

Output
2S+1: 4
Expectation value of S²: 3.79
Frontier orbital gap (alpha / beta) in eV: 7.044 / 4.647

Each line ends with the Mulliken charge.
Cartesian coordinates (Å):
V (0.74, 0.33, 0.17)  1.14
N (4.96, -0.54, 0.36)  -0.17
C (3.89, -1.61, 0.42)  0.54
C (4.52, -2.99, 0.33)  -1.78
P (3.11, -1.25, 2.10)  0.64
O (2.62, -2.69, 2.59)  -0.62
O (4.30, -0.78, 2.86)  -0.89
O (1.90, -0.40, 1.88)  -0.48
P (2.65, -1.19, -0.83)  0.86
O (3.23, -1.74, -2.18)  -0.52
O (1.30, -1.76, -0.43)  -0.55
O (2.57, 0.33, -0.75)  -0.84
H (5.24, -0.42, 1.37)  0.48
H (4.53, 0.33, 0.03)  0.24
H (5.74, -0.80, -0.24)  0.36
H (5.17, -3.17, 1.19)  0.47
H (5.09, -3.10, -0.60)  0.49
H (3.74, -3.75, 0.34)  0.28
H (1.65, -2.72, 2.53)  0.32
H (2.58, -1.67, -2.91)  0.44
O (0.84, 2.22, 1.42)  -0.78
C (-0.15, 1.73, 1.98)  1.03
O (-0.60, 0.59, 1.54)  -0.52
C (-0.83, 2.38, 3.12)  -0.09
C (-1.95, 1.79, 3.70)  -0.54
C (-2.61, 2.39, 4.77)  -1.05
C (-2.10, 3.58, 5.22)  0.96
O (-2.55, 4.36, 6.24)  -0.50
C (-1.71, 5.51, 6.27)  -0.23
O (-0.69, 5.34, 5.29)  -0.50
C (-0.98, 4.17, 4.64)  0.95
C (-0.32, 3.60, 3.59)  -1.07
H (-2.31, 0.85, 3.29)  0.47
H (-3.48, 1.95, 5.23)  0.43
H (-1.26, 5.61, 7.26)  0.25
H (-2.31, 6.40, 6.03)  0.25
H (0.55, 4.04, 3.13)  0.51
S (-1.04, -2.17, 2.10)  -0.06
C (-1.53, -3.25, 0.87)  0.37
N (-0.65, -3.59, -0.11)  0.31
C (-0.94, -4.45, -1.09)  -0.10
C (-2.18, -5.06, -1.13)  -0.79
C (-3.12, -4.74, -0.17)  -0.23
C (-2.80, -3.83, 0.83)  -0.58
H (0.24, -3.05, -0.18)  0.25
H (-0.18, -4.59, -1.84)  0.60
H (-2.40, -5.74, -1.94)  0.45
H (-4.11, -5.18, -0.20)  0.41
H (-3.51, -3.54, 1.59)  0.44
C (-2.85, 1.80, -3.56)  -1.44
C (-1.48, 2.47, -3.34)  2.14
C (-0.63, 2.33, -4.60)  -1.47
C (-1.68, 3.96, -3.00)  -1.72
C (-0.80, 1.80, -2.22)  0.20
C (-0.22, 1.24, -1.32)  -0.85
H (-3.36, 2.29, -4.39)  0.40
H (-3.47, 1.89, -2.67)  0.36
H (-2.72, 0.75, -3.80)  0.25
H (-1.13, 2.82, -5.44)  0.41
H (-0.46, 1.28, -4.84)  0.18
H (0.34, 2.81, -4.46)  0.36
H (-2.17, 4.46, -3.83)  0.39
H (-0.72, 4.44, -2.82)  0.38
H (-2.29, 4.07, -2.11)  0.36
F (-0.81, -1.88, -2.34)  -0.49
As (-0.19, -2.29, -3.92)  2.06
F (0.85, -3.49, -3.14)  -0.54
F (1.12, -1.14, -3.71)  -0.62
F (0.45, -2.74, -5.45)  -0.48
F (-1.18, -1.09, -4.64)  -0.43
F (-1.44, -3.50, -4.04)  -0.51

# 4
Formula: C2H3BrS
Source: OMol25
Level of theory: ωB97M-V/def2-TZVPD

Output
Structure (SMILES): C#CBr.S
Frontier orbital gap in eV: 10.465

Each line ends with the natural charge from an NBO analysis.
Cartesian coordinates (Å):
C (-2.10, 0.99, 0.05)  -0.21
C (-0.96, 0.99, 0.43)  -0.24
S (1.75, -1.15, -0.59)  -0.29
Br (-3.67, 0.43, -0.55)  0.21
H (2.40, -0.44, 0.39)  0.15
H (2.73, -2.06, -0.80)  0.15
H (-0.15, 1.24, 1.08)  0.24

# 5
Formula: C3H5ClFN
Source: OMol25
Level of theory: ωB97M-V/def2-TZVPD

Output
Structure (SMILES): N[C@H]1[C@@H](F)[C@@H]1Cl
Frontier orbital gap in eV: 10.033

Each line ends with the natural charge from an NBO analysis.
Cartesian coordinates (Å):
C (0.41, 0.08, 0.50)  -0.08
C (0.11, 0.77, -0.90)  0.17
C (-0.97, 0.39, 0.05)  -0.32
H (0.53, -1.82, -0.21)  0.38
H (0.94, -1.64, 1.45)  0.38
H (1.01, 0.64, 1.21)  0.22
H (0.45, 1.77, -1.18)  0.20
H (-1.57, -0.43, -0.24)  0.24
N (0.88, -1.25, 0.52)  -0.84
F (0.21, -0.04, -2.00)  -0.35
Cl (-2.00, 1.53, 0.80)  -0.01

# 6
Formula: C7H7N
Source: OMol25
Level of theory: ωB97M-V/def2-TZVPD

Output
2S+1: 3
Expectation value of S²: 2.02
Frontier orbital gap (alpha / beta) in eV: 6.095 / 6.803

Each line ends with the natural charge from an NBO analysis.
Cartesian coordinates (Å):
C (2.08, -0.20, 0.69)  -0.27
C (2.22, -0.07, -0.74)  -0.19
C (0.87, 0.18, 1.12)  -0.14
C (0.98, 0.31, -1.22)  -0.14
C (-1.45, 0.44, -0.08)  0.28
C (0.11, 0.54, -0.09)  -0.09
C (-2.48, -0.53, 0.09)  -0.71
N (-1.01, 1.56, 0.00)  -0.34
H (2.85, -0.39, 1.40)  0.21
H (2.94, -0.33, -1.50)  0.22
H (0.40, 0.08, 2.08)  0.21
H (0.77, 0.81, -2.11)  0.19
H (-2.94, -0.79, 1.09)  0.26
H (-2.05, -1.55, -0.32)  0.25
H (-3.28, -0.06, -0.39)  0.25

# 7
Formula: C8H24ClI2OOsP2
Source: OMol25
Level of theory: ωB97M-V/def2-TZVPD

Output
2S+1: 5
Expectation value of S²: 6.04
Frontier orbital gap (alpha / beta) in eV: 7.003 / 5.717
Total charge: +3

Each line ends with the natural charge from an NBO analysis.
Cartesian coordinates (Å):
I (-2.75, 1.05, -0.94)  0.29
I (-1.95, -2.91, -0.91)  0.37
Os (-0.49, 0.04, -0.01)  0.49
P (0.31, -0.59, -2.06)  1.20
C (-0.87, -0.60, -3.42)  -0.97
C (1.52, 0.67, -2.67)  -0.95
H (2.10, 0.24, -3.49)  0.30
H (1.91, -2.07, -3.05)  0.31
H (2.24, 0.98, -1.90)  0.28
H (2.03, -2.13, -1.28)  0.28
H (-1.63, 0.18, -3.30)  0.26
H (1.02, 1.57, -3.03)  0.27
C (1.33, -2.09, -2.12)  -0.95
H (-0.34, -0.43, -4.35)  0.31
H (0.67, -2.95, -2.10)  0.26
H (-1.38, -1.57, -3.42)  0.27
P (-0.59, -1.21, 1.74)  1.28
C (-2.33, -1.45, 2.26)  -0.95
C (0.30, -2.79, 1.74)  -0.95
H (1.14, -0.07, 3.02)  0.28
H (0.11, -1.07, 4.05)  0.30
H (-0.47, 0.50, 3.47)  0.28
C (0.11, -0.38, 3.20)  -0.96
H (1.31, -2.63, 1.33)  0.29
H (0.36, -3.13, 2.79)  0.31
H (-2.31, -1.57, 3.35)  0.31
H (-2.71, -2.34, 1.74)  0.28
H (-0.27, -3.50, 1.11)  0.25
H (-2.92, -0.57, 1.96)  0.27
Cl (1.89, 0.19, 0.51)  -0.21
C (0.41, 4.10, 0.10)  -0.67
C (0.64, 3.04, 1.15)  -0.07
O (-0.46, 1.99, 1.12)  -0.76
H (0.82, 3.74, -0.84)  0.21
H (0.93, 5.03, 0.34)  0.29
H (-0.64, 4.38, -0.08)  0.23
H (1.57, 2.48, 0.95)  0.21
H (0.71, 3.45, 2.17)  0.24
H (-1.31, 2.44, 0.90)  0.53

# 8
Formula: C4H11N2O2
Source: OMol25
Level of theory: ωB97M-V/def2-TZVPD

Output
Structure (SMILES): N[C@H](CC[NH3+])C(=O)O
Frontier orbital gap in eV: 9.882
Total charge: +1

Each line ends with the natural charge from an NBO analysis.
Cartesian coordinates (Å):
O (-1.84, -1.35, 2.47)  -0.52
C (-1.01, -1.06, 1.72)  0.77
O (0.08, -1.88, 1.69)  -0.76
C (-0.86, 0.11, 0.75)  -0.16
C (0.59, 0.45, 0.36)  -0.49
C (1.18, 0.07, -0.92)  -0.24
N (0.97, 1.31, -1.84)  -0.67
N (-1.78, -0.14, -0.48)  -0.86
H (0.33, -2.49, 2.52)  0.54
H (-1.17, 0.99, 1.35)  0.25
H (1.34, 0.18, 1.16)  0.29
H (0.71, 1.58, 0.58)  0.23
H (0.80, -0.94, -1.36)  0.26
H (2.27, -0.20, -0.91)  0.25
H (0.95, 1.00, -2.81)  0.44
H (1.68, 1.92, -1.69)  0.43
H (0.01, 1.62, -1.59)  0.46
H (-2.77, -0.17, -0.05)  0.41
H (-1.49, -0.99, -0.95)  0.37

One value per record, in order, for relative energy (zero: lowest compared OMol25 entry of this formula, charge and spin): 3.307 1.267 1.727 2.082 0.534 0.085 0.000 2.468 eV.
One value per record, in order, for calculated total energy: -1050.80404 -969.97804 -6538.58543 -3050.10110 -732.06838 -325.44222 -2222.24845 -418.70910 Eh.